Here is an isolated ion of composition C8H14NO2 and charge +1 at a distorted geometry from the Open Molecules 2025 dataset. Energies are from wB97M-V/def2-TZVPD.

Each line ends with the Mulliken charge.
Geometry (Å):
1 C 1.570 3.101 -0.715  -0.65
2 C 1.330 2.157 -1.714  -0.45
3 C 0.109 1.192 -1.534  -0.66
4 C 0.484 -0.323 -1.220  0.26
5 C -0.866 -1.068 -1.556  -0.25
6 N -1.563 -1.156 -0.450  -0.01
7 C -0.876 -0.594 0.754  0.01
8 C -1.332 -1.494 1.994  -0.73
9 O -0.716 -1.108 3.211  -0.20
10 O 0.573 -1.642 3.290  -0.36
11 C 0.617 -0.806 0.276  -0.77
12 H 1.700 2.878 0.367  0.25
13 H 1.577 4.177 -1.029  0.27
14 H 1.941 2.088 -2.645  0.36
15 H -0.429 1.185 -2.527  0.37
16 H -0.628 1.636 -0.814  0.35
17 H 1.375 -0.610 -1.825  0.44
18 H -1.140 -1.402 -2.582  0.45
19 H -2.483 -1.595 -0.515  0.33
20 H -0.978 0.504 0.932  0.23
21 H -1.110 -2.551 1.695  0.42
22 H -2.439 -1.344 2.084  0.37
23 H 1.168 -0.875 3.349  0.33
24 H 0.680 -1.933 0.255  0.32
25 H 1.439 -0.417 0.915  0.31

Charge   +1
ΔE to the lowest compared entry with this formula, charge and spin   6.167 eV
E_HOMO   -0.4338 Ha
LUMO   -4.69 eV
Electronic energy   -517.9842 Ha
SMILES   C=CC[C@@H]1C=[NH+][C@@H](COO)C1